# 1
The following is a DFT calculation (ωB97M-V/def2-TZVPD) of a 2-piece molecular cluster, C4H8N2O overall in a non-equilibrium geometry.

HOMO-LUMO gap	10.94	eV
energy above the lowest of the compared OMol25 structures with the same formula, charge and spin	2.749	eV
SMILES	N#CC1(N)CC1.O
molecular weight	100.12	g mol⁻¹

Positions of all 15 atoms, in Å:
N: 0.84 -2.76 -0.11
C: 0.67 -1.63 0.09
C: 0.47 -0.19 0.31
N: 0.34 0.12 1.70
C: 1.32 0.70 -0.55
C: -0.09 0.56 -0.96
H: 1.15 0.58 2.09
H: -0.53 0.50 2.06
H: 2.11 0.24 -1.13
H: 1.55 1.64 -0.06
H: -0.32 -0.10 -1.80
H: -0.75 1.42 -0.90
O: -2.50 -0.07 -0.12
H: -1.67 -0.37 0.27
H: -2.59 -0.65 -0.89

# 2
The following is a DFT calculation (ωB97M-V/def2-TZVPD) of a 2-piece molecular cluster, C4H4Br2ClN overall in a non-equilibrium geometry.

HOMO-LUMO gap	7.68	eV
energy above the lowest of the compared OMol25 structures with the same formula, charge and spin	3.861	eV
molecular weight	261.34	g mol⁻¹

Positions of all 12 atoms, in Å:
C: 0.49 2.56 -0.35
C: -0.24 0.53 -1.17
C: -0.55 0.13 1.26
C: -0.73 -0.18 -0.02
N: 0.43 1.58 -0.97
Cl: 0.46 1.38 1.96
Br: 1.17 -3.70 -0.79
Br: -1.74 -1.75 -0.44
H: 1.40 3.08 -0.06
H: 0.87 -3.47 0.65
H: -0.56 0.39 -2.16
H: -1.00 -0.55 2.09

# 3
The following is a DFT calculation (ωB97M-V/def2-TZVPD) of a 5-piece molecular cluster, C2H13NO4 overall in a non-equilibrium geometry.

HOMO-LUMO gap	4.39	eV
energy above the lowest of the compared OMol25 structures with the same formula, charge and spin	8.108	eV
molecular weight	115.13	g mol⁻¹

Positions of all 20 atoms, in Å:
C: 0.96 1.90 -0.51
O: 2.11 -0.80 -0.62
C: -0.30 1.04 -0.44
N: -0.31 0.01 -1.44
H: 1.80 1.25 -0.31
H: 1.08 2.28 -1.52
H: 0.87 2.73 0.21
H: -1.22 1.60 -0.65
H: -0.44 0.60 0.60
H: -1.16 -0.58 -1.26
H: 0.57 -0.54 -1.33
H: -1.34 -2.21 1.90
H: 0.47 -0.77 1.84
O: -1.00 -1.51 1.35
H: 2.73 -1.53 -0.79
H: 1.73 -0.56 0.93
O: 1.31 -0.29 1.79
H: -3.51 -0.94 -0.22
H: -1.76 -1.13 0.68
O: -2.62 -0.56 -0.18